# 1
Molecular formula: C43H41BBr2FN5O5Tc
Method: DFT, ωB97M-V/def2-TZVPD

Computed properties:
**Energy above the lowest of the compared OMol25 structures with the same formula, charge and spin**: 2.071 eV
**Electronic energy**: -7665.98545 Eh
**E_HOMO**: -13.65 eV
**LUMO level**: -8.01 eV
**Total charge**: +3
**HOMO-LUMO gap**: 5.64 eV

CARTESIAN COORDINATES (ANGSTROEM)
Tc 2.763 -1.868 0.487
Br 6.183 -2.939 6.117
C 5.171 -2.687 4.574
C 3.870 -2.207 4.659
C 3.165 -2.009 3.491
N 3.679 -2.265 2.278
C 4.921 -2.799 2.206
C 5.701 -3.000 3.332
C 5.306 -3.239 0.850
C 6.515 -3.839 0.546
C 6.718 -4.310 -0.743
Br 8.332 -5.119 -1.197
C 5.705 -4.186 -1.685
C 4.531 -3.569 -1.309
N 4.331 -3.079 -0.074
H 3.411 -1.989 5.613
H 2.152 -1.632 3.500
H 6.694 -3.416 3.253
H 7.286 -3.952 1.292
H 5.821 -4.564 -2.690
H 3.702 -3.461 -1.996
C -3.366 -1.407 -5.834
C -3.774 -1.709 -4.405
N -2.785 -1.182 -3.419
C -1.935 -2.045 -2.871
C -0.932 -1.664 -1.994
C -0.029 -2.748 -1.453
O 0.305 -3.689 -2.112
O 0.309 -2.455 -0.205
C -0.774 -0.318 -1.716
O 0.300 0.044 -1.003
C -1.661 0.626 -2.288
C -1.536 2.019 -2.081
C -2.415 2.870 -2.656
F -2.216 4.187 -2.515
C -3.526 2.437 -3.444
C -3.619 1.080 -3.681
C -2.691 0.172 -3.136
N -4.465 3.330 -3.957
C -4.872 3.217 -5.352
C -6.313 3.646 -5.550
N -6.492 5.045 -5.026
C -6.075 5.125 -3.581
C -4.631 4.682 -3.439
H -4.117 -1.813 -6.510
H -2.412 -1.874 -6.074
H -3.277 -0.338 -6.024
H -3.814 -2.781 -4.228
H -4.754 -1.318 -4.137
H -2.040 -3.084 -3.154
H -0.724 2.426 -1.498
H -4.440 0.694 -4.263
H -4.792 2.192 -5.705
H -4.210 3.821 -5.990
H -7.005 3.019 -4.989
H -6.591 3.646 -6.602
H -7.463 5.346 -5.135
H -5.926 5.694 -5.582
H -6.754 4.474 -3.033
H -6.210 6.154 -3.252
H -4.398 4.713 -2.378
H -3.965 5.396 -3.940
C -0.347 4.634 5.052
C 1.009 3.936 5.151
C 2.117 4.994 5.066
C 1.086 3.217 6.504
C 1.209 2.922 4.023
C 2.374 2.141 4.007
C 2.645 1.197 3.023
C 1.689 1.061 2.047
O 1.681 0.199 0.926
B 0.531 0.591 0.238
O -0.197 1.543 0.875
C 0.557 1.837 2.025
C 0.280 2.774 2.991
H -0.466 5.308 5.900
H -1.176 3.924 5.084
H -0.433 5.237 4.146
H 1.986 5.730 5.860
H 2.092 5.519 4.110
H 3.106 4.551 5.185
H 0.943 3.937 7.310
H 2.053 2.740 6.663
H 0.312 2.453 6.591
H 3.104 2.277 4.793
H 3.560 0.622 3.030
H -0.622 3.364 2.946
C 1.461 -3.098 0.491
C 1.153 -4.434 1.006
C 2.190 -5.182 1.574
C 1.948 -6.445 2.086
C 0.667 -6.978 2.040
C -0.368 -6.245 1.477
C -0.129 -4.982 0.961
H 3.189 -4.776 1.597
H 2.760 -7.017 2.516
H 0.478 -7.965 2.440
H -1.365 -6.662 1.440
H -0.949 -4.423 0.532

These are the Löwdin partial charges, in e, on atoms 1 to 4: 1.230 0.879 -0.670 -0.067

=====

# 2
Molecular formula: C43H41BCoF9N16O4PS2
Method: DFT, ωB97M-V/def2-TZVPD

Computed properties:
**Energy above the lowest of the compared OMol25 structures with the same formula, charge and spin**: 4.261 eV
**Electronic energy**: -6284.45652 Eh
**E_HOMO (spin up / spin down)**: 0.13 / -0.78 eV
**⟨S²⟩**: 3.79
**LUMO level (spin up / spin down)**: 3.39 / 3.39 eV
**Total charge**: -2
**HOMO-LUMO gap (spin up / spin down)**: 3.25 / 4.17 eV
**2S+1**: 4

CARTESIAN COORDINATES (ANGSTROEM)
Co 5.218 -6.437 23.986
B 5.259 -5.939 28.646
N 4.359 -7.076 28.119
C 4.311 -8.320 28.630
C 3.598 -9.143 27.777
C 3.204 -8.345 26.721
N 3.657 -7.091 26.966
N 5.608 -4.892 27.553
C 5.757 -3.576 27.805
C 6.406 -2.978 26.751
C 6.660 -4.000 25.845
N 6.156 -5.120 26.357
H 6.280 -6.440 29.017
H 4.691 -5.345 29.522
H 4.786 -8.536 29.568
H 3.372 -10.182 27.901
H 2.599 -8.535 25.858
H 5.399 -3.153 28.720
H 6.655 -1.942 26.641
H 7.165 -4.013 24.901
N 5.922 -5.627 20.776
C 6.931 -5.570 21.698
N 8.168 -5.156 21.443
N 8.789 -5.220 22.622
N 7.995 -5.641 23.533
N 6.789 -5.878 23.003
C 4.693 -6.138 21.102
N 3.712 -6.351 20.237
N 2.723 -6.861 20.976
N 3.072 -6.952 22.202
N 4.320 -6.502 22.344
H 6.150 -5.575 19.799
F 1.662 -14.048 23.959
C 1.452 -12.848 24.567
F 0.267 -12.417 24.101
F 1.220 -13.189 25.869
C 2.563 -11.884 24.403
C 3.862 -12.250 24.789
C 4.890 -11.340 24.723
C 4.645 -10.019 24.302
C 3.357 -9.689 23.844
C 2.329 -10.596 23.900
P 5.906 -8.723 24.131
C 6.920 -9.496 22.829
C 7.944 -10.422 23.101
C 8.555 -11.107 22.084
C 8.158 -10.907 20.755
C 7.146 -9.978 20.469
C 6.536 -9.301 21.494
C 8.862 -11.645 19.681
F 8.905 -12.991 19.879
F 8.337 -11.483 18.453
F 10.176 -11.300 19.553
C 7.021 -8.897 25.557
C 6.672 -9.525 26.748
C 7.473 -9.419 27.869
C 8.641 -8.670 27.807
C 9.024 -8.063 26.610
C 8.219 -8.174 25.498
C 9.483 -8.452 29.017
F 10.777 -8.827 28.851
F 9.065 -9.120 30.109
F 9.549 -7.155 29.389
H 4.042 -13.255 25.146
H 5.890 -11.639 25.006
H 3.172 -8.690 23.465
H 1.338 -10.317 23.574
H 8.270 -10.570 24.122
H 9.360 -11.799 22.294
H 6.859 -9.794 19.444
H 5.749 -8.590 21.282
H 5.745 -10.073 26.808
H 7.187 -9.899 28.796
H 9.936 -7.482 26.570
H 8.478 -7.654 24.586
C 6.721 -2.068 21.789
N 5.669 -1.196 22.218
C 5.851 0.235 22.258
C 4.488 0.737 22.758
N 3.960 -0.444 23.403
C 4.589 -1.575 22.942
S 4.068 -3.102 23.216
H 6.962 -1.871 20.742
H 6.376 -3.094 21.889
H 7.622 -1.931 22.392
H 6.106 0.617 21.266
H 6.662 0.506 22.950
H 3.857 1.061 21.920
H 4.574 1.566 23.464
H 2.986 -0.512 23.648
C -0.624 -0.424 21.497
C -0.743 -1.317 22.697
C -0.224 -2.616 22.687
C -0.250 -3.400 23.820
C -0.783 -2.874 24.999
C -1.373 -1.612 25.005
C -1.372 -0.852 23.859
S -0.358 -3.555 26.565
O -0.382 -4.995 26.577
O -1.102 -2.891 27.611
N 1.204 -2.924 26.678
C 2.269 -3.686 26.056
C 2.647 -4.894 26.904
C 3.385 -5.982 26.164
O 6.101 -6.282 25.815
O 3.516 -6.088 24.917
H 0.222 -0.727 20.884
H -0.483 0.611 21.810
H -1.522 -0.468 20.879
H 0.232 -3.003 21.787
H 0.136 -4.407 23.807
H -1.816 -1.269 25.927
H -1.831 0.127 23.858
H 1.411 -2.681 27.637
H 3.126 -3.025 25.895
H 1.917 -4.019 25.081
H 1.707 -5.348 27.243
H 3.196 -4.578 27.793

These are the Löwdin partial charges, in e, on atoms 1 to 4: 0.150 -0.403 0.033 -0.105